Entry 1:
{
  "formula": "C5H5N7O",
  "method": "ωB97M-V/def2-TZVPD",
  "relative_energy_kj_mol": 0.00,
  "energy_ev": -17741.6307,
  "lumo_energy_ev": -0.01,
  "multiplicity": 1,
  "max_force_ev_per_a": 3.51,
  "elements": ["C", "C", "C", "C", "C", "N", "N", "N", "N", "N", "N", "N", "O", "H", "H", "H", "H", "H"],
  "positions_angstrom": [[-3.3264, -0.2315, -0.0174], [1.3137, 0.4495, 0.1806], [1.0320, -0.9406, 0.0073], [-1.3430, -0.8564, -0.0197], [0.4410, 1.6076, 0.3850], [-2.5625, -1.3420, -0.1635], [-2.6471, 0.8688, 0.2031], [2.6401, 0.5883, 0.1597], [2.1961, -1.5749, -0.0967], [3.1061, -0.6196, -0.0008], [-1.3796, 0.4538, 0.2076], [-0.1651, -1.5568, -0.0996], [0.3635, 2.5772, -0.4933], [-4.3963, -0.2537, -0.0668], [0.2181, 1.9278, 1.3970], [4.0905, -0.8324, 0.0018], [-0.1973, -2.5581, -0.1982], [0.6164, 2.2930, -1.3862]],
  "forces_ev_per_a": [[0.229, -0.229, 0.009], [0.396, -1.006, -0.349], [0.666, 0.640, 0.001], [-1.049, 0.635, 0.059], [-2.545, -0.971, -0.334], [0.084, -0.685, -0.149], [-0.421, 0.623, 0.086], [0.354, 0.403, 0.095], [-0.339, -0.471, -0.040], [-0.651, 0.376, 0.096], [3.304, 1.141, 0.307], [0.163, -0.618, 0.056], [0.165, -0.013, 0.238], [-0.237, 0.037, -0.023], [-0.050, 0.098, -0.174], [-0.061, 0.118, -0.035], [-0.051, 0.063, -0.020], [0.044, -0.143, 0.179]]
}

Entry 2:
{
  "formula": "C5H5NO",
  "method": "ωB97M-V/def2-TZVPD",
  "relative_energy_kj_mol": 267.41,
  "energy_ev": -8800.6475,
  "lumo_energy_ev": 0.54,
  "multiplicity": 1,
  "max_force_ev_per_a": 1.87,
  "elements": ["O", "C", "C", "C", "C", "C", "N", "H", "H", "H", "H", "H"],
  "positions_angstrom": [[-2.0182, -1.1157, 1.5962], [-0.9887, -0.9329, 0.9973], [-0.5460, 0.4065, 0.5238], [0.9468, 0.6281, 0.3573], [0.0629, 0.4867, -0.8338], [1.0298, -1.0361, -2.3536], [0.1510, -0.6913, -1.6357], [-0.2956, -1.7727, 0.7696], [-1.1827, 1.2327, 0.8074], [1.6043, -0.1999, 0.6175], [1.3477, 1.6127, 0.5778], [-0.1216, 1.3668, -1.4384]],
  "forces_ev_per_a": [[0.305, 0.006, -0.151], [-0.204, 0.032, 0.193], [-0.278, 0.065, 0.194], [0.072, 0.038, 0.082], [-0.109, 0.347, 0.189], [-0.904, -0.630, 0.026], [1.706, 0.188, -0.732], [-0.123, 0.110, 0.010], [0.019, -0.049, 0.173], [-0.212, 0.124, -0.128], [-0.123, -0.164, -0.037], [-0.150, -0.068, 0.180]]
}

Entry 3:
{
  "formula": "C5H5NO",
  "method": "ωB97M-V/def2-TZVPD",
  "relative_energy_kj_mol": 492.31,
  "energy_ev": -8798.3166,
  "lumo_energy_ev": 0.53,
  "multiplicity": 1,
  "max_force_ev_per_a": 3.55,
  "elements": ["O", "C", "C", "C", "C", "C", "N", "H", "H", "H", "H", "H"],
  "positions_angstrom": [[1.7709, 0.6921, -0.8450], [1.1002, 0.6512, 0.3901], [-0.3001, 0.0858, 0.2946], [-0.5059, -1.1530, -0.3594], [-0.5685, -2.2286, -0.9003], [-1.3074, 0.6955, 0.8979], [-2.2430, 1.4261, 1.2027], [1.7786, -0.2079, -1.1997], [1.6355, 0.0346, 1.1206], [1.0701, 1.6790, 0.7649], [-1.8607, 1.5878, 0.0935], [-0.6228, -3.2096, -1.3105]],
  "forces_ev_per_a": [[-0.073, -0.223, -0.142], [0.132, -0.007, 0.484], [0.312, -0.408, 0.261], [0.148, -0.726, -0.085], [0.029, 0.234, 0.158], [0.753, -0.939, 0.566], [1.170, 0.198, -2.653], [0.027, 0.159, -0.027], [0.286, 0.106, -0.070], [-0.035, -0.177, -0.013], [-2.702, 1.673, 1.588], [-0.046, 0.110, -0.067]]
}

Entry 4:
{
  "formula": "C5H5NO",
  "method": "ωB97M-V/def2-TZVPD",
  "relative_energy_kj_mol": 289.68,
  "energy_ev": -8800.4167,
  "lumo_energy_ev": 0.52,
  "multiplicity": 1,
  "max_force_ev_per_a": 1.79,
  "elements": ["O", "C", "C", "C", "C", "C", "N", "H", "H", "H", "H", "H"],
  "positions_angstrom": [[1.4007, 0.4324, 1.3908], [1.1006, 0.7474, 0.0607], [0.0293, -0.2297, -0.5070], [-1.1849, -0.3996, 0.2988], [-1.9060, -1.0313, 1.0295], [-0.1876, -0.0113, -1.9470], [-0.3106, 0.1788, -3.0821], [0.6156, 0.6276, 1.9197], [0.7806, 1.7972, -0.0476], [2.0293, 0.6422, -0.5109], [0.2635, -1.2824, -0.2734], [-2.6305, -1.4713, 1.6685]],
  "forces_ev_per_a": [[-0.164, 0.068, 0.211], [-0.065, -0.022, -0.256], [-0.040, -0.291, 0.187], [-0.600, -0.176, 0.511], [-0.218, 0.843, -0.162], [-0.154, 0.058, -0.851], [0.145, -0.186, 1.281], [0.147, -0.097, 0.053], [-0.151, -0.335, -0.047], [-0.255, -0.127, 0.042], [1.436, 0.304, -1.031], [-0.081, -0.040, 0.063]]
}